Entry one
A cluster of 2 separate species, C4H8 in total. Source: the OMol25 dataset; level of theory: the ωB97M-V functional and the def2-TZVPD basis.

Properties
SMILES: C=C.C=C
Net charge: 0
HOMO-LUMO gap, eV: 11.3

Geometry as XYZ:
```
12
C4H8, DFT the ωB97M-V functional and the def2-TZVPD basis
C -2.864 1.853 -1.254
C -3.292 1.723 0.003
H -2.721 2.858 -1.667
H -2.663 0.999 -1.910
H -3.575 2.616 0.573
H -3.474 0.746 0.465
C 3.225 -1.919 1.281
C 2.965 -1.729 -0.025
H 2.500 -2.331 1.993
H 4.203 -1.614 1.669
H 1.995 -1.978 -0.470
H 3.702 -1.224 -0.659
```



Entry two
A cluster of 2 separate species, C4H8 in total. Source: the OMol25 dataset; level of theory: the ωB97M-V functional and the def2-TZVPD basis.

Properties
SMILES: C1=CC1.C
Net charge: 0
HOMO-LUMO gap, eV: 10.5

Geometry as XYZ:
```
12
C4H8, DFT the ωB97M-V functional and the def2-TZVPD basis
C 1.595 0.657 -0.639
C 0.758 0.051 0.133
C 2.428 0.442 0.489
H 1.802 1.042 -1.636
H 0.434 -0.930 -0.194
H 3.162 -0.355 0.545
H 2.391 1.072 1.361
C -2.511 -0.414 -0.016
H -3.189 -1.160 0.386
H -2.424 -0.469 -1.099
H -2.910 0.571 0.232
H -1.537 -0.507 0.440
```



Entry three
An isolated molecule of C4H8. Source: the OMol25 dataset; level of theory: the ωB97M-V functional and the def2-TZVPD basis.

Properties
Net charge: 0
HOMO-LUMO gap, eV: 8.0

Geometry as XYZ:
```
12
C4H8, DFT the ωB97M-V functional and the def2-TZVPD basis
C -0.559 0.668 1.030
C 0.561 -0.230 0.227
C -0.319 -0.580 -1.213
C 1.043 -0.343 -1.324
H -1.515 0.126 1.012
H -0.175 0.672 2.036
H -0.551 1.645 0.546
H 0.460 -1.144 0.829
H 1.418 0.134 0.827
H -1.207 0.057 -1.145
H -0.597 -1.652 -1.270
H 1.441 0.646 -1.555
```



Bottom line: entry one, by a margin of 2.351 eV.



Entry one
An isolated molecule of C4H8. Source: the OMol25 dataset; level of theory: the ωB97M-V functional and the def2-TZVPD basis.

Properties
SMILES: CC1CC1
Net charge: 0
HOMO-LUMO gap, eV: 10.8

Geometry as XYZ:
```
12
C4H8, DFT the ωB97M-V functional and the def2-TZVPD basis
C 1.464 -0.137 -0.107
C 0.112 -0.121 0.463
C -0.800 0.808 -0.050
C -1.198 -0.617 -0.213
H 1.939 0.625 0.446
H 1.624 0.386 -1.109
H 1.784 -1.148 -0.121
H -0.020 -0.520 1.475
H -1.256 1.432 0.747
H -0.377 1.246 -0.894
H -1.862 -1.031 0.623
H -1.410 -0.922 -1.260
```



Entry two
An isolated molecule of C4H8. Source: the OMol25 dataset; level of theory: the ωB97M-V functional and the def2-TZVPD basis.

Properties
SMILES: C=C(C)C
Net charge: 0
HOMO-LUMO gap, eV: 10.3

Geometry as XYZ:
```
12
C4H8, DFT the ωB97M-V functional and the def2-TZVPD basis
C -0.180 1.538 0.011
C 0.003 0.227 0.059
C 1.357 -0.460 0.003
C -1.184 -0.716 0.006
H 0.643 2.219 0.007
H -1.206 1.915 -0.059
H 1.913 -0.167 0.891
H 1.244 -1.543 -0.038
H 1.956 -0.109 -0.867
H -0.879 -1.753 -0.114
H -1.787 -0.670 0.904
H -1.879 -0.483 -0.804
```



Entry three
An isolated molecule of C4H8. Source: the OMol25 dataset; level of theory: the ωB97M-V functional and the def2-TZVPD basis.

Properties
SMILES: C=CCC
Net charge: 0
HOMO-LUMO gap, eV: 10.8

Geometry as XYZ:
```
12
C4H8, DFT the ωB97M-V functional and the def2-TZVPD basis
C -0.670 1.587 -0.682
C -0.512 0.257 -0.613
C -0.185 -0.437 0.635
C 1.153 -1.213 0.501
H -0.486 2.298 0.139
H -1.042 2.013 -1.669
H -0.771 -0.404 -1.466
H -0.920 -1.193 0.817
H -0.045 0.243 1.525
H 2.021 -0.461 0.751
H 1.309 -1.702 -0.526
H 1.222 -1.961 1.383
```



Bottom line: entry two, by a margin of 0.425 eV.



Entry one
An isolated molecule of C3H5NO4. Source: the OMol25 dataset; level of theory: the ωB97M-V functional and the def2-TZVPD basis.

Properties
SMILES: O=[N+]([O-])C1(O)COC1
Net charge: 0
HOMO-LUMO gap, eV: 10.5

Geometry as XYZ:
```
13
C3H5NO4, DFT the ωB97M-V functional and the def2-TZVPD basis
O -0.999 1.873 0.629
N -0.447 0.940 1.157
O -0.424 0.641 2.302
C 0.241 0.001 0.128
O 1.597 -0.707 0.704
C -0.718 -1.066 -0.366
O -0.562 -0.579 -1.678
C 0.410 0.450 -1.283
H 1.668 -0.428 1.675
H -0.381 -2.074 -0.327
H -1.857 -0.859 -0.028
H 0.009 1.441 -1.398
H 1.464 0.366 -1.517
```



Entry two
A structure of composition C3H5NO4. Source: the OMol25 dataset; level of theory: the ωB97M-V functional and the def2-TZVPD basis.

Properties
Net charge: 0
HOMO-LUMO gap, eV: 10.0

Geometry as XYZ:
```
13
C3H5NO4, DFT the ωB97M-V functional and the def2-TZVPD basis
C -0.276 0.439 -0.662
C 1.058 0.091 0.087
C -1.120 -0.616 0.082
H -1.649 1.799 0.452
H 0.132 2.062 0.325
H -0.520 0.090 -1.743
H 2.390 -1.190 0.660
H 0.225 -2.051 -0.424
N -0.697 1.830 -0.341
O 1.934 -0.831 -0.438
O 1.365 0.694 1.208
O -0.613 -1.916 0.232
O -2.228 -0.402 0.561
```



Bottom line: entry two, by a margin of 2.690 eV.



Entry one
A structure of composition CH4O2S. Source: the OMol25 dataset; level of theory: the ωB97M-V functional and the def2-TZVPD basis.

Properties
Net charge: 0
HOMO-LUMO gap, eV: 9.2

Geometry as XYZ:
```
8
CH4O2S, DFT the ωB97M-V functional and the def2-TZVPD basis
C -0.533 -0.148 -0.250
O -1.725 -0.456 0.418
O 2.273 0.917 -0.646
S 1.615 0.156 0.445
H -0.393 -0.840 -1.074
H -1.732 -1.386 0.295
H -0.594 0.807 -0.536
H 1.088 0.950 1.349
```



Entry two
A cluster of 2 separate species, CH4O2S in total. Source: the OMol25 dataset; level of theory: the ωB97M-V functional and the def2-TZVPD basis.

Properties
Net charge: 0
HOMO-LUMO gap, eV: 9.5

Geometry as XYZ:
```
8
CH4O2S, DFT the ωB97M-V functional and the def2-TZVPD basis
C 0.857 0.018 0.543
O -1.531 -1.170 0.102
O -1.524 1.265 0.047
S -0.834 0.022 -0.191
H 0.787 -0.251 1.548
H 1.356 -0.739 -0.120
H 1.219 0.939 0.215
H -0.331 -0.085 -2.145
```



Entry three
A cluster of 2 separate species, CH4O2S in total. Source: the OMol25 dataset; level of theory: the ωB97M-V functional and the def2-TZVPD basis.

Properties
SMILES: OC=S.O
Net charge: 0
HOMO-LUMO gap, eV: 9.7

Geometry as XYZ:
```
8
CH4O2S, DFT the ωB97M-V functional and the def2-TZVPD basis
O 0.040 1.641 0.018
C 0.657 0.690 0.563
S 1.821 -0.243 -0.067
H 0.509 1.814 -0.988
H 0.153 0.433 1.597
O -1.155 -1.105 -0.288
H -1.591 -1.661 -0.940
H -0.433 -1.570 0.106
```



Bottom line: entry three, by a margin of 1.921 eV.



Entry one
An isolated molecule of CH4O2S. Source: the OMol25 dataset; level of theory: the ωB97M-V functional and the def2-TZVPD basis.

Properties
SMILES: C[SH](=O)=O
Net charge: 0
HOMO-LUMO gap, eV: 11.1

Geometry as XYZ:
```
8
CH4O2S, DFT the ωB97M-V functional and the def2-TZVPD basis
C -0.925 0.044 0.316
S 0.832 -0.005 -0.252
O 1.793 1.345 -0.034
O 1.293 -1.281 0.183
H -1.319 -0.845 -0.191
H -0.622 -0.107 1.374
H -1.468 1.043 0.223
H 0.417 -0.194 -1.620
```



Entry two
A cluster of 2 separate species, CH4O2S in total. Source: the OMol25 dataset; level of theory: the ωB97M-V functional and the def2-TZVPD basis.

Properties
SMILES: O=CO.S
Net charge: 0
HOMO-LUMO gap, eV: 10.1

Geometry as XYZ:
```
8
CH4O2S, DFT the ωB97M-V functional and the def2-TZVPD basis
O 0.451 1.353 0.422
C -0.677 1.514 0.751
O -1.471 2.455 0.208
H -1.180 0.947 1.552
H -2.184 2.690 0.827
S 0.869 -2.377 -0.746
H -0.056 -2.792 0.139
H 1.723 -2.086 0.250
```



Entry three
A cluster of 2 separate species, CH4O2S in total. Source: the OMol25 dataset; level of theory: the ωB97M-V functional and the def2-TZVPD basis.

Properties
SMILES: O=CO.S
Net charge: 0
HOMO-LUMO gap, eV: 10.3

Geometry as XYZ:
```
8
CH4O2S, DFT the ωB97M-V functional and the def2-TZVPD basis
O -0.496 -1.741 2.220
C -0.148 -2.405 1.308
O 0.502 -1.895 0.161
H -0.494 -3.447 1.302
H 0.734 -2.660 -0.383
S -0.272 3.539 -1.212
H -0.427 4.094 -2.436
H 0.603 4.514 -0.960
```



Bottom line: entry two, by a margin of 0.144 eV.



Entry one
An isolated molecule of C5H7F. Source: the OMol25 dataset; level of theory: the ωB97M-V functional and the def2-TZVPD basis.

Properties
SMILES: C=C/C(C)=C/F
Net charge: 0
HOMO-LUMO gap, eV: 10.1

Geometry as XYZ:
```
13
C5H7F, DFT the ωB97M-V functional and the def2-TZVPD basis
C -1.429 -1.324 -0.018
C -0.957 -0.347 0.674
C 0.333 0.126 0.091
C 0.279 1.475 -0.641
C 1.486 -0.495 0.440
F 2.767 -0.493 0.125
H -0.913 -1.810 -0.811
H -2.500 -1.559 -0.073
H -1.355 0.315 1.354
H 1.393 1.601 -0.808
H -0.068 2.264 0.018
H -0.257 1.538 -1.494
H 1.220 -1.289 1.143
```



Entry two
An isolated molecule of C5H7F. Source: the OMol25 dataset; level of theory: the ωB97M-V functional and the def2-TZVPD basis.

Properties
Net charge: 0
HOMO-LUMO gap (alpha / beta), eV: 8.6 / 8.9

Geometry as XYZ:
```
13
C5H7F, DFT the ωB97M-V functional and the def2-TZVPD basis
C 0.342 -0.833 -0.003
C -0.383 0.230 0.131
C 1.786 -0.588 -0.336
C 1.938 0.965 -0.165
C -1.725 0.645 0.556
F 2.306 1.280 1.102
H -0.104 -1.949 0.052
H 2.511 -1.195 0.258
H 2.230 -0.804 -1.325
H 2.543 1.671 -0.850
H -1.983 -0.151 1.269
H -2.486 0.725 -0.249
H -1.836 1.721 0.884
```



Entry three
A cluster of 2 separate species, C5H7F in total. Source: the OMol25 dataset; level of theory: the ωB97M-V functional and the def2-TZVPD basis.

Properties
Net charge: 0
HOMO-LUMO gap (alpha / beta), eV: 8.8 / 8.8

Geometry as XYZ:
```
13
C5H7F, DFT the ωB97M-V functional and the def2-TZVPD basis
C -1.692 1.445 0.280
C -0.743 0.844 -0.489
C 0.743 -0.952 0.849
C 1.587 -0.513 -0.345
C 0.144 -0.165 -0.162
F -0.765 -1.829 -1.175
H -2.314 2.141 -0.125
H -2.031 1.293 1.331
H -0.637 1.291 -1.517
H 0.566 -1.960 0.932
H 0.912 -0.547 1.818
H 2.419 0.176 -0.362
H 1.811 -1.225 -1.035
```



Bottom line: entry one, by a margin of 2.086 eV.



Entry one
An isolated molecule of C3H2FNO2. Source: the OMol25 dataset; level of theory: the ωB97M-V functional and the def2-TZVPD basis.

Properties
SMILES: Oc1coc(F)n1
Net charge: 0
HOMO-LUMO gap, eV: 10.0

Geometry as XYZ:
```
9
C3H2FNO2, DFT the ωB97M-V functional and the def2-TZVPD basis
O -1.965 1.454 0.027
C -0.898 0.607 -0.165
C -0.445 -0.038 -1.287
O 0.680 -0.738 -0.894
C 0.793 -0.510 0.385
F 1.847 -1.071 0.941
N -0.057 0.302 0.886
H -1.983 1.624 0.983
H -0.663 -0.188 -2.312
```



Entry two
An isolated molecule of C3H2FNO2. Source: the OMol25 dataset; level of theory: the ωB97M-V functional and the def2-TZVPD basis.

Properties
SMILES: Oc1coc(F)n1
Net charge: 0
HOMO-LUMO gap, eV: 10.2

Geometry as XYZ:
```
9
C3H2FNO2, DFT the ωB97M-V functional and the def2-TZVPD basis
O -0.569 1.988 -0.454
C -0.237 0.669 -0.268
C -0.062 0.054 0.859
O 0.362 -1.327 0.653
C 0.471 -1.309 -0.697
F 0.485 -2.571 -1.221
N 0.110 -0.290 -1.380
H -0.528 2.439 0.465
H -0.030 0.346 2.042
```



Bottom line: entry one, by a margin of 1.175 eV.



Entry one
An isolated molecule of C2H6N2O. Source: the OMol25 dataset; level of theory: the ωB97M-V functional and the def2-TZVPD basis.

Properties
SMILES: CNNC=O
Net charge: 0
HOMO-LUMO gap, eV: 10.4

Geometry as XYZ:
```
11
C2H6N2O, DFT the ωB97M-V functional and the def2-TZVPD basis
C 1.403 0.350 -0.201
N 0.223 -0.684 -0.075
N -0.737 -0.227 0.751
C -1.858 -0.273 -0.215
O -2.941 0.251 -0.071
H 2.053 0.741 0.766
H 2.302 -0.250 -0.671
H 1.161 1.360 -0.754
H 0.709 -1.466 0.567
H -0.744 0.945 1.165
H -1.570 -0.746 -1.262
```



Entry two
A structure of composition C2H6N2O. Source: the OMol25 dataset; level of theory: the ωB97M-V functional and the def2-TZVPD basis.

Properties
Net charge: 0
HOMO-LUMO gap (alpha / beta), eV: 9.0 / 9.0

Geometry as XYZ:
```
11
C2H6N2O, DFT the ωB97M-V functional and the def2-TZVPD basis
C 0.676 0.419 -0.213
C 1.193 1.328 -1.257
N -0.408 -0.210 -0.229
N -1.639 -1.771 1.393
O -0.605 -1.102 1.342
H 1.357 0.411 0.773
H 2.167 1.217 -1.396
H 1.195 2.315 -0.860
H 0.409 1.292 -2.099
H -1.839 -2.625 0.863
H -2.505 -1.274 1.684
```



Bottom line: entry one, by a margin of 1.298 eV.



Entry one
An isolated molecule of CH5N2P. Source: the OMol25 dataset; level of theory: the ωB97M-V functional and the def2-TZVPD basis.

Properties
SMILES: C/N=P/N
Net charge: 0
HOMO-LUMO gap (alpha / beta), eV: 7.9 / 8.6

Geometry as XYZ:
```
9
CH5N2P, DFT the ωB97M-V functional and the def2-TZVPD basis
C 1.384 -0.646 -0.111
N 0.163 -0.120 -0.684
P -1.297 -0.326 0.506
N -2.541 0.345 -0.409
H 1.150 -1.643 0.247
H 1.752 0.168 0.597
H 2.105 -0.717 -0.839
H -2.271 0.696 -1.285
H -3.223 -0.311 -0.286
```



Entry two
A structure of composition CH5N2P. Source: the OMol25 dataset; level of theory: the ωB97M-V functional and the def2-TZVPD basis.

Properties
Net charge: 0
HOMO-LUMO gap, eV: 9.8

Geometry as XYZ:
```
9
CH5N2P, DFT the ωB97M-V functional and the def2-TZVPD basis
C -0.590 -0.553 -1.266
N 1.030 0.677 2.133
N 0.134 0.133 -0.207
P 0.146 -0.312 1.383
H -1.408 0.072 -1.582
H 0.042 -0.582 -2.220
H -0.925 -1.418 -0.750
H 0.901 0.762 3.149
H 0.670 1.221 -0.639
```



Bottom line: entry two, by a margin of 0.902 eV.